No. 1
C4H8N2 in the gas phase at a distorted geometry. Source: the Open Molecules 2025 dataset; level of theory: wB97M-V/def2-TZVPD.

Last column: Mulliken charge in e.
Element x y z (Å)
1 H -0.552 -1.175 0.760  0.225
2 H -1.787 1.708 0.678  0.323
3 H -2.348 0.368 1.673  0.361
4 H 1.149 -1.600 -0.535  0.260
5 N 3.233 0.313 0.833  -0.419
6 H 0.018 1.019 -1.054  0.264
7 C 2.427 -0.063 0.092  0.372
8 C -0.503 -0.074 0.648  -0.266
9 H 1.697 -0.448 -1.846  0.329
10 H 0.149 0.284 1.466  0.302
11 C -1.864 0.612 0.726  -1.242
12 H -2.519 0.294 -0.092  0.339
13 C 1.349 -0.550 -0.809  -0.546
14 N 0.088 0.099 -0.656  -0.302

## Properties
**LUMO**: 0.936 eV
**Calculated total energy**: -266.69919 hartree
**Orbital gap**: 10.41 eV
**Energy above the lowest of the compared OMol25 structures with the same formula, charge and spin**: 0.621 eV
**HOMO energy**: -9.5 eV

=====

No. 2
C4H8N2 in the gas phase at a distorted geometry. Source: the Open Molecules 2025 dataset; level of theory: wB97M-V/def2-TZVPD.

Last column: Mulliken charge in e.
Element x y z (Å)
1 H -2.131 0.942 -0.554  0.374
2 H -1.193 0.162 -1.637  0.328
3 H 1.421 -0.845 1.289  0.327
4 C -0.470 0.039 0.474  0.334
5 H 2.474 -0.550 -0.515  0.317
6 H 0.470 -1.984 0.179  0.315
7 C 0.332 1.197 0.350  -0.200
8 N 1.460 -0.276 -0.768  -0.367
9 H -2.046 -0.934 -0.561  0.359
10 H -0.924 -0.020 1.495  0.271
11 N 1.361 1.047 -0.374  -0.493
12 C -1.566 0.008 -0.610  -1.343
13 H 0.081 2.160 0.844  0.414
14 C 0.731 -0.947 0.390  -0.636

## Properties
**LUMO**: 0.974 eV
**Calculated total energy**: -266.64817 hartree
**Orbital gap**: 10.07 eV
**Energy above the lowest of the compared OMol25 structures with the same formula, charge and spin**: 2.009 eV
**HOMO energy**: -9.1 eV